No. 1
The following is a quantum chemistry calculation of a molecular structure, C4H3LiO2Tm at a distorted geometry, from the OMol25 dataset.

```
! wB97M-V def2-TZVPD RIJCOSX def2/J DEFGRID3
* xyz 1 3
Tm 3.7132 0.2697 1.6344
O 1.0375 0.4762 0.1194
C 0.4753 -0.7646 -0.2974
H 0.7699 -1.3161 -1.2067
H 0.5540 -1.4964 0.5257
C -2.2080 -0.3752 0.0041
C -0.9529 -0.3260 -0.4915
C -1.1612 0.9690 0.1025
O -1.4506 2.1484 0.0699
Li 1.8852 1.6159 -1.0258
H -2.6623 -1.2009 0.5654
*
```

As for the HOMO energy (alpha / beta): -0.3938 / -0.3953 Ha. The value obtained for the LUMO energy (alpha / beta) is -4.4 / -5.5 eV. The HOMO-LUMO gap (alpha / beta) is 0.2305 / 0.1930 hartree.

No. 2
The following is a quantum chemistry calculation of a molecular structure, C4H3MgOTl at a distorted geometry, from the OMol25 dataset.

```
! wB97M-V def2-TZVPD RIJCOSX def2/J DEFGRID3
* xyz -1 2
H -0.7019 1.7807 3.0705
O 0.7233 0.3102 2.6547
C -0.6090 0.7578 2.6415
C -1.2064 0.7551 1.2341
H -1.2195 0.1099 3.3158
H -2.1997 1.2366 1.2259
Mg 0.9783 0.0505 0.7662
Tl -1.1072 0.7329 -1.3782
C -0.8171 -1.6165 -0.5367
C -1.4087 -0.9529 0.3580
*
```

As for the HOMO energy (alpha / beta): -0.0699 / -0.1491 Ha. The value obtained for the LUMO energy (alpha / beta) is 2.7 / 2.8 eV. The HOMO-LUMO gap (alpha / beta) is 0.1709 / 0.2502 hartree.

No. 3
The following is a quantum chemistry calculation of a single C4H3N molecule at a distorted geometry, from the OMol25 dataset.

```
! wB97M-V def2-TZVPD RIJCOSX def2/J DEFGRID3
* xyz 0 1
C 0.0049 0.9440 1.8393
C 0.2509 0.4483 0.7950
C 0.3293 -0.3981 -0.3112
C -0.4693 -0.1321 -1.4896
N -0.8996 -0.3877 -2.6678
H -0.5218 1.3230 2.8252
H 0.0218 -1.5425 -0.0805
H 1.2837 -0.2549 -0.9105
*
```

As for the HOMO energy: -0.3908 Ha. The value obtained for the LUMO energy is 0.3 eV. Its SMILES is C#CCC#N. The HOMO-LUMO gap is 0.4029 hartree. The value obtained for the energy relative to the best compared isomer or geometry (same formula, charge and spin) is 52.55 kcal/mol.

No. 4
The following is a quantum chemistry calculation of a single C4H3N3 molecule at a distorted geometry, from the OMol25 dataset.

```
! wB97M-V def2-TZVPD RIJCOSX def2/J DEFGRID3
* xyz 0 1
N 3.0823 -0.5821 0.3781
C 1.9301 -0.4876 0.2796
C 0.5331 -0.2771 0.1286
N -0.5373 -1.0924 0.3048
C -1.7642 -0.5217 -0.0044
C -1.3500 0.7520 -0.3902
N 0.0146 0.8794 -0.3075
H -0.5258 -1.9669 0.8052
H -1.9544 1.6062 -0.6550
H 0.5714 1.6904 -0.5392
*
```

As for the HOMO energy: -0.3178 Ha. The value obtained for the LUMO energy is 0.0 eV. The HOMO-LUMO gap is 0.3175 hartree. The value obtained for the energy relative to the best compared isomer or geometry (same formula, charge and spin) is 48.63 kcal/mol.

No. 5
The following is a quantum chemistry calculation of a single C4H3N3 molecule at a distorted geometry, from the OMol25 dataset.

```
! wB97M-V def2-TZVPD RIJCOSX def2/J DEFGRID3
* xyz 0 1
N 0.1739 1.2526 -2.5781
C 0.2942 0.5494 -1.5004
C 0.9368 -0.0067 -0.3733
N 0.6106 -1.3953 0.1393
C 0.3849 -0.2853 0.9895
C -0.8933 0.0851 1.4588
N -2.0500 0.0987 1.6689
H 1.9926 0.2407 -0.2446
H 1.3072 -1.9186 0.5574
H 1.2232 -0.0694 1.6278
*
```

As for the HOMO energy: -0.4092 Ha. The value obtained for the LUMO energy is 0.0 eV. Its SMILES is N#C[C@@H]1N[C@@H]1C#N. The HOMO-LUMO gap is 0.4077 hartree. The value obtained for the energy relative to the best compared isomer or geometry (same formula, charge and spin) is 80.21 kcal/mol.

No. 6
The following is a quantum chemistry calculation of a single C4H3N3 molecule, from the OMol25 dataset.

```
! wB97M-V def2-TZVPD RIJCOSX def2/J DEFGRID3
* xyz 0 1
C -2.4086 0.1722 0.5586
C -1.2333 -0.0548 0.6896
C 0.1127 -0.1973 0.2615
C 0.4808 -0.6447 -0.9856
N 1.7561 -0.2598 -1.2293
N 2.2046 0.3890 -0.1987
N 1.2265 0.4311 0.7126
H -3.3869 0.4639 0.2776
H -0.1455 -1.1812 -1.6877
H 1.3937 0.8817 1.6013
*
```

As for the HOMO energy: -0.3465 Ha. The value obtained for the LUMO energy is 0.7 eV. Its SMILES is C#Cc1cnn[nH]1. The HOMO-LUMO gap is 0.3710 hartree. The value obtained for the energy relative to the best compared isomer or geometry (same formula, charge and spin) is 64.68 kcal/mol.

No. 7
The following is a quantum chemistry calculation of a single C4H3N3 molecule, from the OMol25 dataset.

```
! wB97M-V def2-TZVPD RIJCOSX def2/J DEFGRID3
* xyz 0 1
C 2.4388 0.0592 -0.0675
C 1.3221 -0.1803 0.3120
C -0.0866 -0.0716 0.3037
C -0.7740 1.0390 -0.1190
N -2.0633 0.6932 -0.3385
N -2.2148 -0.5656 -0.0663
N -1.0299 -1.0394 0.3315
H 3.3283 0.2984 -0.5963
H -0.3696 2.0237 -0.3068
H -0.9444 -2.0179 0.5572
*
```

As for the HOMO energy: -0.3465 Ha. The value obtained for the LUMO energy is 0.7 eV. Its SMILES is C#Cc1cnn[nH]1. The HOMO-LUMO gap is 0.3711 hartree. The value obtained for the energy relative to the best compared isomer or geometry (same formula, charge and spin) is 64.13 kcal/mol.

No. 8
The following is a quantum chemistry calculation of a single C4H3N3 molecule at a distorted geometry, from the OMol25 dataset.

```
! wB97M-V def2-TZVPD RIJCOSX def2/J DEFGRID3
* xyz 0 1
N 3.1365 -0.0691 -0.1061
C 1.9434 0.2951 0.0756
C 0.5419 0.2547 0.0238
C -0.2909 1.2656 -0.0875
N -1.4922 0.7279 0.0131
N -1.3334 -0.6854 -0.1022
C -0.1087 -0.9745 0.0118
H -0.5050 2.4358 0.0560
H -2.0856 -1.2826 -0.0637
H 0.1940 -1.9675 0.1791
*
```

As for the HOMO energy: -0.3436 Ha. The value obtained for the LUMO energy is 0.6 eV. Its SMILES is N#Cc1cn[nH]c1. The HOMO-LUMO gap is 0.3654 hartree. The value obtained for the energy relative to the best compared isomer or geometry (same formula, charge and spin) is 61.40 kcal/mol.

No. 9
The following is a quantum chemistry calculation of a single C4H3N3O molecule at a distorted geometry, from the OMol25 dataset.

```
! wB97M-V def2-TZVPD RIJCOSX def2/J DEFGRID3
* xyz 0 1
N -2.1302 -0.7460 2.2835
C -1.2960 -0.2017 1.7097
C -0.3379 0.2922 0.6880
N 0.2732 1.4868 0.6459
C 0.9909 1.3939 -0.4667
C 0.8176 0.2450 -1.1756
N -0.0200 -0.4601 -0.3508
O -0.5168 -1.6993 -0.6479
H 1.6184 2.1900 -0.7578
H 1.0808 -0.2945 -2.1139
H -0.4799 -2.2063 0.1857
*
```

As for the HOMO energy: -0.3556 Ha. The value obtained for the LUMO energy is 0.4 eV. Its SMILES is N#Cc1nccn1O. The HOMO-LUMO gap is 0.3721 hartree. The value obtained for the energy relative to the best compared isomer or geometry (same formula, charge and spin) is 46.22 kcal/mol.

No. 10
The following is a quantum chemistry calculation of a single C4H3N3O molecule at a distorted geometry, from the OMol25 dataset.

```
! wB97M-V def2-TZVPD RIJCOSX def2/J DEFGRID3
* xyz 0 1
C -0.3868 1.2450 -0.6344
C -1.0213 0.2102 -0.1318
C 1.7151 -1.1180 -0.0355
C -1.6729 -0.7301 0.4625
N 0.7622 1.8167 -0.1281
N 1.9060 -0.0402 0.4497
N 1.7379 1.2946 0.3805
O 1.7288 -2.2214 -0.3864
H -0.8349 1.8478 -1.4145
H -1.6103 -1.7557 0.1328
H -2.3238 -0.5488 1.3051
*
```

As for the HOMO energy: -0.3480 Ha. The value obtained for the LUMO energy is -0.3 eV. The HOMO-LUMO gap is 0.3382 hartree. The value obtained for the energy relative to the best compared isomer or geometry (same formula, charge and spin) is 91.28 kcal/mol.

No. 11
The following is a quantum chemistry calculation of a single C4H3N3O2S molecule at a distorted geometry, from the OMol25 dataset.

```
! wB97M-V def2-TZVPD RIJCOSX def2/J DEFGRID3
* xyz 0 1
C -1.7302 -0.4464 -0.2180
C -0.6964 1.5896 0.8019
C 0.1149 -2.0721 -0.0456
C 1.3811 1.0451 -0.2736
N -1.2150 0.6247 0.1953
N -1.1509 -1.7186 -0.0281
N 0.5541 1.9192 0.3969
O 2.3463 1.3083 -0.9055
O 2.5865 -1.3244 -0.0481
S 1.2910 -0.8403 0.4000
H -2.6041 -0.4284 -0.8600
H -1.8171 -2.4872 -0.0403
H 0.9398 2.8305 0.6251
*
```

As for the HOMO energy: -0.3272 Ha. The value obtained for the LUMO energy is -0.8 eV. The HOMO-LUMO gap is 0.2972 hartree. The value obtained for the energy relative to the best compared isomer or geometry (same formula, charge and spin) is 33.21 kcal/mol.

No. 12
The following is a quantum chemistry calculation of a gas-phase ion, C4H3N4O4 (charge -1) at a distorted geometry, from the OMol25 dataset.

```
! wB97M-V def2-TZVPD RIJCOSX def2/J DEFGRID3
* xyz -1 1
O -1.0698 1.8483 -1.4957
C -0.5680 2.3704 -0.5287
O -0.5844 3.3104 0.2013
N 0.8150 1.3561 0.0570
N 0.5622 0.1301 -0.2999
C 0.5638 -0.4056 -1.5208
N 0.0037 -1.5444 -1.7157
C -0.2612 -1.9893 -0.4733
C 0.0337 -1.1203 0.5346
N -0.0392 -0.9971 1.8948
O -0.2700 -2.0443 2.5031
O 0.0440 0.1235 2.4136
H 0.8572 1.5017 1.0139
H 0.6803 0.4619 -2.2826
H -0.7674 -3.0015 -0.3016
*
```

As for the HOMO energy (alpha / beta): -0.1579 / -0.1579 Ha. The value obtained for the LUMO energy (alpha / beta) is 2.9 / 2.9 eV. Its SMILES is O=C([O-])Nn1cncc1[N+](=O)[O-]. The HOMO-LUMO gap (alpha / beta) is 0.2627 / 0.2627 hartree. The value obtained for the energy relative to the best compared isomer or geometry (same formula, charge and spin) is 0.00 kcal/mol.

No. 13
The following is a quantum chemistry calculation of 2 unconnected molecules or ions with the total composition C4H3N4S at a distorted geometry, from the OMol25 dataset.

```
! wB97M-V def2-TZVPD RIJCOSX def2/J DEFGRID3
* xyz -1 1
C 1.9116 -0.9912 -0.4622
C 0.8940 -0.3967 -0.0985
C -3.4224 0.1574 0.0296
C -0.1241 0.4097 0.2385
N -2.4556 -1.7571 -0.1576
N -4.3224 -0.8221 0.3261
N -3.6707 -1.9673 0.1787
N -2.2508 -0.5084 -0.3624
S -3.8529 1.7914 -0.1899
H 2.8734 -1.1008 -0.8461
H -0.4817 1.3035 -0.2399
H -0.6617 0.4499 1.2274
*
```

As for the HOMO energy (alpha / beta): -0.1768 / -0.1404 Ha. The value obtained for the LUMO energy (alpha / beta) is 3.3 / 1.7 eV. The HOMO-LUMO gap (alpha / beta) is 0.2965 / 0.2028 hartree. The value obtained for the energy relative to the best compared isomer or geometry (same formula, charge and spin) is 20.87 kcal/mol.

No. 14
The following is a quantum chemistry calculation of a single C4H3NO molecule at a distorted geometry, from the OMol25 dataset.

```
! wB97M-V def2-TZVPD RIJCOSX def2/J DEFGRID3
* xyz 0 1
C 0.8082 -0.5973 0.1157
C -0.4304 -0.8362 -0.3122
C 0.8922 0.8495 0.4499
C -0.4774 1.4869 0.1031
N -1.1876 0.3402 -0.3306
O 1.8263 1.4240 0.9444
H 1.6103 -1.2928 0.2481
H -0.8868 -1.7623 -0.6117
H -2.1548 0.3879 -0.6067
*
```

As for the HOMO energy: -0.3347 Ha. The value obtained for the LUMO energy is -1.4 eV. The HOMO-LUMO gap is 0.2846 hartree. The value obtained for the energy relative to the best compared isomer or geometry (same formula, charge and spin) is 46.74 kcal/mol.

No. 15
The following is a quantum chemistry calculation of a single C4H3NO molecule at a distorted geometry, from the OMol25 dataset.

```
! wB97M-V def2-TZVPD RIJCOSX def2/J DEFGRID3
* xyz 0 1
O 1.5840 -1.1543 0.0945
C 0.1044 0.1521 0.6855
C -0.5518 1.0180 -0.1961
C -1.1184 1.7697 -0.9565
C 0.0939 -1.2812 0.5660
N -0.6350 -2.2192 0.7371
H 1.5777 -1.2988 -0.8678
H 0.5731 0.5870 1.5674
H -1.6279 2.4265 -1.6300
*
```

As for the HOMO energy (alpha / beta): -0.3778 / -0.3022 Ha. The value obtained for the LUMO energy (alpha / beta) is -1.0 / -2.1 eV. The HOMO-LUMO gap (alpha / beta) is 0.3407 / 0.2257 hartree. The value obtained for the energy relative to the best compared isomer or geometry (same formula, charge and spin) is 117.74 kcal/mol.

No. 16
The following is a quantum chemistry calculation of a single C4H3NO molecule at a distorted geometry, from the OMol25 dataset.

```
! wB97M-V def2-TZVPD RIJCOSX def2/J DEFGRID3
* xyz 0 1
C -0.2941 1.7491 1.4112
C -0.2107 0.7415 0.7580
C 0.0007 -0.4621 0.0358
O 0.1444 -1.6687 0.6860
C 0.3308 -0.3872 -1.2408
N 0.2691 -0.4059 -2.4692
H -0.3782 2.6353 1.9936
H 0.9391 -1.5568 1.2234
H -0.8011 -0.6451 -2.3979
*
```

As for the HOMO energy: -0.3235 Ha. The value obtained for the LUMO energy is 0.4 eV. Its SMILES is C#CC(O)=C=N. The HOMO-LUMO gap is 0.3372 hartree. The value obtained for the energy relative to the best compared isomer or geometry (same formula, charge and spin) is 70.68 kcal/mol.

No. 17
The following is a quantum chemistry calculation of a single C4H3NO2 molecule at a distorted geometry, from the OMol25 dataset.

```
! wB97M-V def2-TZVPD RIJCOSX def2/J DEFGRID3
* xyz 0 1
N -0.8120 2.3580 1.3571
C -0.8645 1.3907 0.7476
C -0.9321 0.2670 -0.1867
O -1.8967 0.0816 -0.8957
C 0.0514 -0.8708 0.1567
C 1.3196 -0.3848 -0.4753
O 2.0075 -0.9002 -1.2851
H -0.2603 -1.8155 -0.2905
H 0.1981 -0.9343 1.2376
H 1.1891 0.8083 -0.3657
*
```

As for the HOMO energy: -0.3901 Ha. The value obtained for the LUMO energy is -1.3 eV. Its SMILES is N#CC(=O)CC=O. The HOMO-LUMO gap is 0.3442 hartree. The value obtained for the energy relative to the best compared isomer or geometry (same formula, charge and spin) is 54.83 kcal/mol.

No. 18
The following is a quantum chemistry calculation of a single C4H3NO2 molecule, from the OMol25 dataset.

```
! wB97M-V def2-TZVPD RIJCOSX def2/J DEFGRID3
* xyz 0 1
O -0.5690 1.8834 2.1888
C -1.0003 1.2497 1.2623
C -0.1584 0.4291 0.3255
N 0.2669 0.7731 -0.8414
C 0.7918 -0.4029 -1.3622
C 0.6402 -1.3937 -0.4572
O 0.0275 -0.8680 0.6437
H -2.0823 1.2208 1.0241
H 1.2122 -0.4447 -2.3578
H 0.8714 -2.4466 -0.4257
*
```

As for the HOMO energy: -0.3643 Ha. The value obtained for the LUMO energy is 0.5 eV. Its SMILES is O=Cc1ncco1. The HOMO-LUMO gap is 0.3830 hartree. The value obtained for the energy relative to the best compared isomer or geometry (same formula, charge and spin) is 32.61 kcal/mol.

No. 19
The following is a quantum chemistry calculation of a single C4H3NO2 molecule at a distorted geometry, from the OMol25 dataset.

```
! wB97M-V def2-TZVPD RIJCOSX def2/J DEFGRID3
* xyz 0 1
N 3.2693 1.1618 -0.0938
C 2.1700 0.8147 0.0167
C 0.8545 0.3528 0.0365
O 0.6498 -1.3004 0.0648
C -0.2734 1.0394 0.0968
C -1.5315 0.3182 -0.1277
O -2.6326 0.8226 -0.1768
H 1.1202 -1.7831 -0.7259
H -0.1388 2.1932 0.0889
H -1.4071 -0.8435 -0.1535
*
```

As for the HOMO energy: -0.3826 Ha. The value obtained for the LUMO energy is -1.2 eV. Its SMILES is N#C/C(O)=C/C=O. The HOMO-LUMO gap is 0.3378 hartree. The value obtained for the energy relative to the best compared isomer or geometry (same formula, charge and spin) is 74.61 kcal/mol.

No. 20
The following is a quantum chemistry calculation of 2 unconnected molecules or ions with the total composition C4H3NO2 at a distorted geometry, from the OMol25 dataset.

```
! wB97M-V def2-TZVPD RIJCOSX def2/J DEFGRID3
* xyz 0 1
C -1.0438 0.4225 0.1885
C -0.1048 1.4959 0.0699
C -0.7962 -0.8650 0.0144
C 1.9175 -0.5052 -0.1320
N -0.7253 -2.0544 0.0498
O 3.0278 -0.3281 0.0666
O 1.0931 1.4258 -0.1310
H -2.0742 0.6612 0.3908
H -0.5702 2.4943 0.1555
H -0.7240 -2.7469 -0.6724
*
```

As for the HOMO energy: -0.3479 Ha. The value obtained for the LUMO energy is 0.3 eV. The HOMO-LUMO gap is 0.3606 hartree. The value obtained for the energy relative to the best compared isomer or geometry (same formula, charge and spin) is 59.91 kcal/mol.